(1)
C16H35O6SbTc | ωB97M-V/def2-TZVPD

- Net charge: +2
- Kohn-Sham gap (spin up / spin down): 6.9 / 7.0 eV
- 2S+1: 4
- HOMO (spin up / spin down): -14.15 / -14.72 eV
- LUMO (spin up / spin down): -7.21 / -7.71 eV

Positions of all 59 atoms, in Å:
Tc: -0.17463 -0.11871 -0.01060
C: 1.77308 -0.53149 2.15515
C: 0.68420 0.44973 2.82654
O: -0.27187 0.92206 1.81343
C: -1.69651 -0.23473 2.09667
C: -2.53378 -0.74926 0.85308
O: -1.90914 -0.81589 -0.81754
C: -2.72606 0.16705 -1.47076
C: -2.35208 1.57312 -0.96525
O: -1.07064 1.66062 -0.24877
C: -0.00832 1.59652 -2.05648
C: 1.11153 0.49446 -2.21088
O: 0.80989 -0.99544 -1.48911
C: 1.89770 -1.80006 -1.05224
C: 1.44488 -2.44421 0.33606
O: 1.00827 -1.33259 1.35248
H: 2.42984 -1.02669 2.87211
H: 2.35518 0.02537 1.43777
H: 1.16914 1.40338 3.03697
H: 0.39122 0.03905 3.79076
H: -2.31030 0.30122 2.82550
H: -1.30007 -1.11525 2.58116
H: -3.33905 -0.01860 0.73972
H: -3.00783 -1.69075 1.11427
H: -3.80386 0.04672 -1.56840
H: -2.33191 0.00074 -2.48232
H: -2.93429 1.82201 -0.06891
H: -2.64734 2.32033 -1.70066
H: 0.44985 2.55910 -2.21431
H: -0.66646 1.38760 -2.89790
H: 1.95603 0.85284 -1.65891
H: 1.45690 0.36533 -3.23755
H: 2.82338 -1.25115 -0.86380
H: 2.14395 -2.59830 -1.75296
H: 2.30189 -2.93178 0.80141
H: 0.70197 -3.19585 0.11636
C: 4.92779 -0.11342 0.80589
C: 4.46039 0.76367 -0.36117
Sb: 2.41975 1.42578 -0.15358
C: 2.68966 3.04895 -1.67589
C: 2.75688 2.72925 -3.17803
C: 2.78090 2.79389 1.50350
C: 3.99318 3.70920 1.31412
H: 5.96316 -0.41433 0.65187
H: 4.32361 -1.01929 0.89144
H: 4.86752 0.42918 1.75081
H: 4.54151 0.19497 -1.28997
H: 5.08007 1.65402 -0.43757
H: 3.63883 3.50915 -1.41516
H: 1.87186 3.75213 -1.51713
H: 3.58570 2.05351 -3.39879
H: 2.92234 3.65884 -3.72193
H: 1.84576 2.28735 -3.57042
H: 2.92327 2.19869 2.40595
H: 1.87860 3.39648 1.62371
H: 4.91616 3.13620 1.22584
H: 4.09222 4.36169 2.18144
H: 3.88535 4.33975 0.43588
O: -0.77387 -1.70949 0.84039

(2)
C45H88F3MgNO31 | ωB97M-V/def2-TZVPD

- Kohn-Sham gap: 8.8 eV
- HOMO: -9.35 eV
- LUMO: -0.58 eV
- Energy above the lowest of the compared OMol25 structures with the same formula, charge and spin: 55.3 kcal per mole

Positions of all 169 atoms, in Å:
Mg: -0.76607 1.81137 -2.74574
N: 2.08258 3.26978 -2.62644
O: 0.91507 2.82097 -2.31413
O: 2.86553 2.55182 -3.27011
O: 2.39514 4.42548 -2.27960
C: -0.36955 0.35357 -0.15595
O: 0.92551 0.13110 -0.67942
O: -1.18759 0.90574 -1.07585
C: -0.81323 -0.90304 0.60050
F: -0.65464 -2.10661 -0.01216
F: -0.16194 -0.94880 1.78376
F: -2.16133 -0.85183 0.87517
C: 2.04722 0.19483 0.20900
C: 3.21380 0.53284 -0.69977
H: 4.15459 0.50807 -0.13443
H: 3.36722 -0.22634 -1.46456
H: 3.17539 1.53817 -1.10358
H: 2.11151 -0.78431 0.69068
H: 1.99751 0.91651 1.03152
H: -0.27047 1.13329 0.62435
C: 4.79257 2.02352 2.28771
C: 4.97655 3.45051 1.76559
C: 6.28367 3.84572 2.45603
O: 7.03144 2.64216 2.62447
C: 6.23444 1.53035 2.27185
H: 4.11183 1.41516 1.70008
H: 4.39016 2.09742 3.30302
H: 4.13799 4.10728 1.98742
H: 5.14599 3.38978 0.68657
H: 6.00235 4.19412 3.45480
H: 6.76509 4.64851 1.90265
H: 6.36759 0.65987 2.91751
H: 6.47240 1.18178 1.25457
C: 0.22214 2.02055 3.63737
C: 0.55696 2.98399 4.78609
C: -0.55956 2.60985 5.77609
O: -0.72471 1.18977 5.63695
C: -0.15275 0.76914 4.40190
H: 1.11690 1.82780 3.03933
H: -0.50174 2.57856 3.04245
H: 0.48585 4.01836 4.45365
H: 1.52939 2.80724 5.24496
H: -1.51077 3.03508 5.45104
H: -0.25501 2.97016 6.75551
H: -0.93741 0.22396 3.86748
H: 0.68247 0.06319 4.42290
C: -2.55187 -3.52520 3.70148
C: -1.04595 -3.58945 3.53033
C: -0.70241 -4.95084 4.12443
O: -1.76997 -5.75977 3.64604
C: -2.96620 -5.00369 3.50801
H: -2.90670 -2.83996 2.92985
H: -2.98623 -3.23100 4.65661
H: -0.52227 -2.74720 3.98468
H: -0.76989 -3.67240 2.47786
H: -0.71717 -4.86828 5.21788
H: 0.25468 -5.30541 3.75279
H: -3.62833 -5.31642 4.32345
H: -3.57974 -5.17456 2.62023
C: -5.92695 -2.97791 1.57678
C: -4.85435 -2.76823 0.53069
C: -5.55135 -3.20340 -0.75156
O: -6.90012 -2.78435 -0.60826
C: -7.16001 -2.51310 0.76846
H: -5.93494 -2.21768 2.35269
H: -5.97030 -3.99739 1.94901
H: -3.95419 -3.34196 0.76778
H: -4.55420 -1.72125 0.42499
H: -5.49228 -4.30321 -0.82152
H: -5.09082 -2.87513 -1.68362
H: -8.09936 -2.90783 1.15912
H: -7.22537 -1.42548 0.87041
C: -4.08693 0.01337 3.82032
C: -4.19106 1.21054 2.89721
C: -5.65152 1.21394 2.36694
O: -6.26142 0.02528 2.85830
C: -5.59117 -0.41260 3.99799
H: -3.70154 0.27336 4.80052
H: -3.60605 -0.82622 3.32441
H: -3.51954 1.21397 2.03425
H: -4.08154 2.15513 3.43180
H: -5.83032 1.31032 1.29599
H: -6.14031 2.06173 2.87338
H: -5.52591 -1.50129 4.10298
H: -5.92572 -0.14430 5.00981
C: -3.60985 -5.00313 -6.02222
O: -3.78180 -4.26773 -4.82506
C: -2.81349 -3.50089 -4.43215
O: -1.76188 -3.32264 -4.91100
O: -3.14958 -3.06733 -3.22127
C: -2.09977 -2.52085 -2.45001
H: -2.63235 -5.48516 -5.99535
H: -3.77241 -4.40713 -6.91499
H: -4.31305 -5.83364 -6.05037
H: -1.75397 -1.64560 -3.00453
H: -1.19298 -3.11825 -2.32893
H: -2.44569 -2.32313 -1.44409
C: -4.49149 -0.12791 -1.99723
O: -4.49151 -0.08856 -3.43758
C: -3.61876 0.58460 -4.10191
O: -2.69684 1.25184 -3.68947
O: -3.95376 0.54628 -5.35297
C: -3.05868 1.11680 -6.28829
H: -3.67833 -0.75055 -1.63750
H: -5.49408 -0.51680 -1.84451
H: -4.29701 0.81574 -1.50470
H: -3.38568 1.00479 -7.31638
H: -2.03541 0.77487 -6.15216
H: -3.06637 2.20526 -6.15056
C: -0.61972 5.90483 -2.54883
O: -1.92848 5.65818 -2.02750
C: -2.31956 4.43528 -1.82471
O: -1.76474 3.47910 -2.28417
O: -3.32317 4.46267 -1.00876
C: -3.92719 3.22318 -0.73854
H: 0.22387 5.46740 -2.01476
H: -0.42947 6.97148 -2.61674
H: -0.62239 5.49171 -3.56637
H: -4.62667 3.18004 0.08762
H: -3.20823 2.42044 -0.51340
H: -4.36214 2.81887 -1.65726
C: -0.03365 -6.67492 -3.02503
O: 0.54809 -5.80199 -2.05594
C: 0.96545 -4.62739 -2.49742
O: 0.88773 -4.22656 -3.62971
O: 1.51208 -3.94068 -1.50292
C: 1.92053 -2.58606 -1.74436
H: -0.88780 -6.16798 -3.47049
H: -0.32502 -7.59836 -2.52613
H: 0.70882 -7.01653 -3.74999
H: 2.86404 -2.47105 -1.21558
H: 1.13688 -1.94629 -1.35575
H: 2.14758 -2.42247 -2.79391
C: 0.90901 4.38489 0.77798
O: 1.20129 5.17646 1.91884
C: 0.95880 6.47012 2.00470
O: 1.25816 7.13930 2.95144
O: 0.37032 6.95574 0.89857
C: 0.17641 8.36495 0.84686
H: 0.17643 4.82467 0.11388
H: 0.61737 3.38111 1.07736
H: 1.80850 4.24686 0.17466
H: -0.42843 8.70158 0.01369
H: 1.13856 8.86964 0.90219
H: -0.37348 8.61855 1.75857
C: 6.13218 -1.88060 -3.71547
O: 6.67002 -0.77965 -3.01659
C: 6.09605 0.40045 -3.19186
O: 5.27932 0.64207 -4.03371
O: 6.48873 1.20946 -2.21778
C: 6.08262 2.58162 -2.30512
H: 5.13811 -2.05626 -3.29742
H: 6.74486 -2.77328 -3.64542
H: 6.00255 -1.74309 -4.79371
H: 5.48539 2.82217 -3.18552
H: 7.01361 3.10266 -2.53929
H: 5.50083 2.88646 -1.44535
C: 9.00856 -2.96094 -0.62028
O: 8.03316 -2.50476 0.27191
C: 6.77834 -2.76738 0.08339
O: 6.32122 -3.26093 -0.89398
O: 6.08062 -2.40970 1.12761
C: 4.65863 -2.47348 0.98356
H: 8.56617 -3.07928 -1.60878
H: 9.58134 -3.81500 -0.26269
H: 9.79438 -2.21529 -0.77667
H: 4.40332 -2.41496 -0.07324
H: 4.22443 -1.66078 1.55347
H: 4.34973 -3.46576 1.31434

(3)
C3H12N4 | ωB97M-V/def2-TZVPD

- Net charge: +2
- Kohn-Sham gap: 9.8 eV
- HOMO: -17.07 eV
- LUMO: -7.27 eV
- Energy above the lowest of the compared OMol25 structures with the same formula, charge and spin: 45.4 kcal per mole
- Structure (SMILES): N/C([NH3+])=C/[C@H](N)[NH3+]

Positions of all 19 atoms, in Å:
N: 2.45199 -0.95814 0.29182
C: 1.40470 -0.11877 -0.04096
N: 1.81200 1.24367 -0.09278
C: 0.13313 -0.66241 -0.21831
C: -1.21735 0.00220 -0.47888
N: -1.28001 1.26908 0.10930
N: -2.40130 -0.93470 0.16092
H: 2.26663 -1.90973 0.16809
H: 3.37939 -0.78574 0.31330
H: 2.42776 1.41341 0.71738
H: 2.36937 1.45933 -0.92751
H: 1.06875 1.99960 -0.01006
H: 0.06014 -1.73178 -0.31741
H: -1.34501 0.05374 -1.54532
H: -2.09998 1.83151 -0.19612
H: -1.25484 1.15030 1.09548
H: -2.94688 -1.31570 -0.66264
H: -1.77879 -1.48223 0.74745
H: -3.04970 -0.52363 0.88626

(4)
C11H15N | ωB97M-V/def2-TZVPD

- Kohn-Sham gap: 8.8 eV
- HOMO: -7.85 eV
- LUMO: 0.96 eV
- Energy above the lowest of the compared OMol25 structures with the same formula, charge and spin: 17.9 kcal per mole
- Structure (SMILES): Cc1c[nH]c2ccccc12.CC

Positions of all 27 atoms, in Å:
C: -2.13449 -0.95951 -1.44904
C: -1.80305 -0.12862 -0.23508
C: -2.05101 1.19084 -0.03935
N: -1.45428 1.58609 1.16028
C: -0.72492 0.52957 1.66434
C: 0.34327 0.55770 2.60787
C: 1.03435 -0.64075 2.64644
C: 0.66440 -1.83095 1.97650
C: -0.41436 -1.83312 1.13262
C: -0.99135 -0.58966 0.83627
H: -3.10300 -1.41581 -1.21452
H: -1.41226 -1.75648 -1.59384
H: -2.19845 -0.32940 -2.32691
H: -2.67783 1.94555 -0.48003
H: -1.38050 2.54412 1.48917
H: 0.43623 1.32573 3.35519
H: 1.81821 -0.82094 3.37860
H: 1.27890 -2.68608 2.21139
H: -0.71649 -2.63974 0.47240
C: 2.64773 0.84106 -1.69455
C: 1.20885 0.66351 -2.21258
H: 2.99472 -0.11616 -1.27942
H: 3.31628 1.16214 -2.47940
H: 2.69386 1.46493 -0.80474
H: 0.65490 -0.02177 -1.58514
H: 1.22887 0.30796 -3.24175
H: 0.74140 1.64981 -2.29471

| no. | E (a.u.) |
| --- | --- |
| 1 | -1401.8025 |
| 2 | -4654.1815 |
| 3 | -339.8599 |
| 4 | -482.8867 |